No. 1
# C26H52O42S9

A structure of composition C26H52O42S9 (the ωB97M-V functional and the def2-TZVPD basis, OMol25).

Structure (XYZ):
```
129
Properties=species:S:1:pos:R:3
C -4.709 -0.022 -1.190
C -5.538 1.147 -1.672
O -4.969 1.727 -2.843
C -5.427 1.418 -4.045
O -6.371 0.715 -4.282
O -4.623 2.014 -4.939
C -5.066 2.013 -6.295
H -3.787 0.256 -0.683
H -4.512 -0.743 -1.987
H -5.311 -0.615 -0.494
H -5.602 1.940 -0.938
H -6.513 0.705 -1.875
H -5.073 3.043 -6.650
H -6.035 1.547 -6.431
H -4.315 1.521 -6.916
C 4.555 -2.186 -1.841
C 4.028 -2.364 -0.434
O 5.134 -2.293 0.455
C 5.048 -2.916 1.612
O 4.086 -3.512 2.041
O 6.234 -2.879 2.213
C 6.294 -3.416 3.539
H 5.440 -2.809 -1.971
H 4.865 -1.146 -1.976
H 3.810 -2.403 -2.603
H 3.499 -3.317 -0.353
H 3.231 -1.642 -0.237
H 5.724 -4.341 3.592
H 5.868 -2.729 4.270
H 7.353 -3.564 3.720
C -0.088 1.205 0.887
C -0.872 0.665 -0.267
O -1.125 -0.698 0.168
S 0.108 -1.276 0.998
O 0.918 -2.134 0.213
O -0.359 -1.836 2.212
O 0.807 0.121 1.232
H -0.647 1.482 1.772
H 0.630 1.967 0.611
H -0.247 0.679 -1.160
H -1.822 1.168 -0.406
C -3.206 3.024 5.838
C -3.118 3.724 4.502
O -2.236 2.909 3.702
S -1.401 1.881 4.580
O -0.024 2.210 4.509
O -1.854 0.593 4.239
O -1.937 2.366 5.983
H -3.999 2.271 5.845
H -3.350 3.635 6.723
H -2.599 4.685 4.529
H -4.063 3.860 3.987
C 3.871 3.186 2.915
C 2.819 2.116 3.282
O 3.447 0.865 2.902
S 4.284 1.143 1.600
O 3.422 1.445 0.510
O 5.304 0.188 1.440
O 4.903 2.494 2.182
H 4.344 3.699 3.746
H 3.455 3.913 2.218
H 1.945 2.208 2.641
H 2.560 2.021 4.329
C 1.778 -5.339 0.150
C 1.552 -5.147 1.664
O 0.585 -6.163 1.990
S -0.401 -6.375 0.799
O -1.363 -5.333 0.683
O -0.878 -7.702 0.805
O 0.699 -6.179 -0.335
H 2.719 -5.816 -0.100
H 1.653 -4.384 -0.356
H 1.208 -4.145 1.908
H 2.445 -5.327 2.250
C -2.240 5.113 -1.484
C -3.154 4.089 -2.115
O -4.135 3.832 -1.083
S -3.396 3.837 0.339
O -2.956 2.514 0.604
O -4.144 4.478 1.349
O -2.171 4.745 -0.100
H -2.702 6.099 -1.556
H -1.244 5.129 -1.916
H -2.695 3.119 -2.299
H -3.638 4.470 -3.008
C 2.296 2.938 -2.490
C 3.334 4.049 -2.262
O 3.072 4.542 -0.941
S 1.507 4.525 -0.741
O 0.938 5.605 -1.468
O 1.188 4.349 0.618
O 1.264 3.158 -1.506
H 2.733 1.951 -2.355
H 1.822 2.971 -3.465
H 3.138 4.868 -2.958
H 4.363 3.724 -2.349
C -2.759 0.357 -5.616
C -2.458 -0.807 -4.689
O -1.789 -0.192 -3.567
S -1.142 1.196 -3.924
O 0.267 1.127 -3.927
O -1.723 2.236 -3.151
O -1.643 1.237 -5.426
H -3.711 0.825 -5.351
H -2.769 0.132 -6.678
H -1.870 -1.603 -5.146
H -3.337 -1.245 -4.219
C -1.471 -3.525 -1.784
C -1.436 -4.709 -2.744
O -0.046 -4.692 -3.175
S 0.492 -3.180 -3.323
O 0.422 -2.792 -4.683
O 1.734 -3.049 -2.660
O -0.682 -2.577 -2.495
H -0.889 -3.816 -0.913
H -2.442 -3.121 -1.524
H -1.969 -4.483 -3.672
H -1.727 -5.645 -2.285
C 2.295 -1.764 3.820
C 1.608 -0.797 4.864
O 0.854 -1.666 5.719
S 1.643 -3.042 5.766
O 0.766 -4.072 6.162
O 2.902 -2.855 6.397
O 1.852 -3.066 4.186
H 3.370 -1.610 3.824
H 1.914 -1.530 2.840
H 0.957 -0.054 4.417
H 2.422 -0.346 5.434
```

The relative energy (zero: lowest compared OMol25 entry of this formula, charge and spin) comes out at 0.000 eV. The energy is -211309.3808 eV. The HOMO energy is -10.4 eV. As for the charge: 0.

These are the Löwdin partial charges, in e, on atoms 1 to 4:
1. C -0.03
2. C -0.18
3. O 0.04
4. C -0.59

No. 2
# C26H53CaF2N3O8S

A structure of composition C26H53CaF2N3O8S (the ωB97M-V functional and the def2-TZVPD basis, OMol25).

Structure (XYZ):
```
94
Properties=species:S:1:pos:R:3
C 3.190 -3.486 2.988
C 3.216 -3.814 1.389
C 2.428 -5.184 0.967
C 0.877 -4.952 0.520
C -0.019 -4.115 1.592
C -1.420 -3.607 0.940
C -1.272 -2.762 -0.442
C 0.002 -1.755 -0.502
C -0.276 -0.286 0.199
C 0.833 -0.168 1.417
N 2.145 0.533 1.026
C 2.005 1.968 1.465
N 2.411 3.113 0.813
C 3.094 3.076 -0.566
C 4.725 3.293 -0.476
O 2.151 4.282 1.459
C 0.710 4.577 1.176
C 0.541 6.191 1.056
C 0.281 6.755 2.574
O -0.496 6.555 0.096
N 1.296 1.839 2.816
C 0.186 0.880 2.488
C -0.428 -0.105 3.622
C 0.105 0.148 5.133
C -0.600 -1.031 6.060
F 1.560 -0.043 5.311
H 3.021 -4.471 3.584
H 2.425 -2.645 3.229
H 4.250 -3.063 3.257
H 2.843 -2.874 0.794
H 4.349 -3.941 1.099
H 2.429 -5.876 1.901
H 3.031 -5.640 0.062
H 0.902 -4.488 -0.553
H 0.368 -6.007 0.387
H -0.275 -4.853 2.470
H 0.535 -3.191 2.024
H -2.026 -4.582 0.666
H -2.080 -3.068 1.757
H -1.201 -3.498 -1.335
H -2.234 -2.110 -0.588
H 1.002 -2.199 -0.119
H 0.175 -1.512 -1.648
H -1.364 -0.157 0.584
H -0.026 0.577 -0.561
H 1.239 -1.156 1.867
H 2.132 0.342 0.001
H 2.588 3.884 -1.244
H 2.940 2.056 -1.104
H 5.002 4.418 -0.578
H 5.181 2.756 -1.421
H 5.162 2.777 0.471
H 0.379 3.995 0.230
H 0.126 4.125 2.097
H 1.580 6.611 0.696
H 1.160 7.465 2.835
H -0.764 7.257 2.569
H 0.296 5.891 3.375
H -1.144 5.818 -0.059
H 2.091 1.495 3.389
H -0.562 1.480 1.804
H -1.591 0.096 3.646
H -0.316 -1.238 3.379
H -0.299 1.158 5.534
H 0.138 -1.948 5.970
H -1.595 -1.383 5.579
H -0.679 -0.719 7.174
O -0.602 0.001 -2.811
C -0.836 0.046 -4.010
O -1.627 -0.881 -4.585
C -2.124 -0.804 -5.933
C -1.122 -1.375 -6.916
C -0.176 1.074 -4.883
H -2.426 0.217 -6.184
H -3.036 -1.410 -5.960
H -0.188 -0.807 -6.914
H -1.529 -1.369 -7.930
H -0.865 -2.404 -6.646
H 0.810 0.711 -5.185
H -0.058 1.995 -4.305
H -0.756 1.342 -5.764
C -6.170 0.436 -2.855
C -5.441 -0.050 -1.607
O -4.791 -1.257 -2.002
S -4.373 -1.143 -3.574
O -2.982 -0.743 -3.650
O -4.891 -2.292 -4.266
O -5.295 0.147 -3.945
H -7.101 -0.119 -3.009
H -6.389 1.505 -2.815
H -6.121 -0.234 -0.773
H -4.671 0.663 -1.298
F 1.394 1.628 -0.632
Ca 4.931 1.637 2.115
```

The energy is -83346.6883 eV. The HOMO energy is -11.5 eV. As for the charge: +2.

These are the Löwdin partial charges, in e, on atoms 1 to 4:
1. C -0.14
2. C -0.27
3. C -0.20
4. C -0.21

No. 3
# C26H53N3O8

A cluster of 9 separate species, C26H53N3O8 in total (the ωB97M-V functional and the def2-TZVPD basis, OMol25).

Structure (XYZ):
```
90
Properties=species:S:1:pos:R:3
C -2.031 -3.322 -1.280
N -2.759 -3.465 -0.047
C -4.163 -3.140 -0.077
C -2.151 -3.816 1.106
O -2.719 -3.994 2.164
H -2.257 -4.149 -1.965
H -0.956 -3.298 -1.114
H -2.333 -2.409 -1.800
H -4.287 -2.071 -0.266
H -4.666 -3.723 -0.854
H -4.627 -3.420 0.863
H -1.056 -3.894 0.993
C 2.526 2.505 -3.175
N 2.037 2.821 -4.499
C 1.006 3.821 -4.582
C 2.523 2.207 -5.601
O 2.127 2.397 -6.733
H 2.963 1.509 -3.110
H 1.685 2.558 -2.487
H 3.316 3.201 -2.878
H 1.011 4.254 -5.579
H 0.021 3.392 -4.379
H 1.246 4.567 -3.828
H 3.336 1.494 -5.391
C -0.040 -5.189 4.574
C 0.632 -3.838 4.736
C 0.040 -2.720 3.923
O 1.606 -3.692 5.435
H -0.283 -5.527 5.584
H 0.648 -5.917 4.150
H -0.954 -5.103 3.989
H 0.137 -3.047 2.879
H 0.529 -1.755 4.018
H -1.022 -2.616 4.153
C -0.778 -0.441 0.905
C 0.401 -0.604 0.005
C 0.986 0.644 -0.590
O 0.869 -1.700 -0.220
H -0.886 -1.271 1.597
H -1.718 -0.325 0.356
H -0.697 0.491 1.473
H 0.220 1.203 -1.130
H 1.822 0.384 -1.233
H 1.378 1.260 0.226
C 3.203 -1.643 2.131
C 4.249 -0.558 2.160
C 5.076 -0.358 0.907
O 4.453 0.116 3.138
H 3.641 -2.591 2.455
H 2.894 -1.830 1.100
H 2.296 -1.411 2.680
H 6.117 -0.538 1.182
H 5.034 0.704 0.645
H 4.777 -0.955 0.051
C 2.537 -1.923 -3.505
C 3.155 -2.841 -2.468
C 2.361 -4.038 -2.007
O 4.214 -2.558 -1.963
H 2.781 -2.272 -4.508
H 2.978 -0.947 -3.313
H 1.455 -1.887 -3.384
H 3.040 -4.818 -1.666
H 1.772 -4.461 -2.828
H 1.679 -3.756 -1.206
C -4.728 1.614 -1.119
C -4.009 2.437 -0.077
C -3.781 1.766 1.261
O -3.771 3.602 -0.261
H -4.082 0.908 -1.646
H -5.202 2.268 -1.849
H -5.519 1.012 -0.661
H -3.417 0.756 1.073
H -4.729 1.689 1.797
H -3.073 2.338 1.855
C -0.821 4.809 0.317
C -0.254 5.900 -0.569
C -0.590 5.834 -2.047
O 0.433 6.785 -0.120
H -1.806 4.497 -0.026
H -0.785 5.138 1.351
H -0.123 3.965 0.238
H -1.577 6.234 -2.264
H -0.502 4.794 -2.365
H 0.174 6.404 -2.575
C -2.445 2.087 4.821
C -1.197 1.553 4.305
N -0.216 1.123 3.893
H -3.260 1.950 4.108
H -2.377 3.176 4.873
H -2.736 1.663 5.775
```

The relative energy (zero: lowest compared OMol25 entry of this formula, charge and spin) comes out at 0.000 eV. As for the SMILES: CN(C)C=O.CN(C)C=O.CC(C)=O.CC(C)=O.CC(C)=O.CC(C)=O.CC(C)=O.CC(C)=O.CC#N. The energy is -48671.0288 eV. The HOMO energy is -9.2 eV. As for the charge: 0.

These are the Löwdin partial charges, in e, on atoms 1 to 4:
1. C -0.06
2. N -0.20
3. C -0.04
4. C -0.35

No. 4
# C26H53NNiO21S6

A structure of composition C26H53NNiO21S6 (the ωB97M-V functional and the def2-TZVPD basis, OMol25).

Structure (XYZ):
```
108
Properties=species:S:1:pos:R:3
Ni -5.714 -8.091 0.986
S -4.334 -8.327 3.185
O -4.498 -9.471 4.037
O -3.332 -7.405 3.682
O -4.024 -8.790 1.789
O -5.612 -7.627 2.897
C -2.569 -11.158 6.500
C -1.937 -10.736 5.181
O -0.595 -11.223 5.328
C -0.317 -11.347 6.647
O 0.763 -11.342 7.128
O -1.474 -11.530 7.316
H -3.287 -11.972 6.399
H -3.065 -10.309 6.977
H -1.881 -9.662 5.004
H -2.413 -11.185 4.313
C -0.206 -7.712 3.395
C -0.301 -9.005 2.616
O 0.951 -9.636 2.900
C 1.803 -8.692 3.398
O 2.894 -8.907 3.805
O 1.192 -7.497 3.359
H -0.648 -7.652 4.394
H -0.811 -6.950 2.901
H -0.395 -8.851 1.537
H -1.062 -9.723 2.912
C -5.507 -4.162 4.216
C -5.454 -4.586 2.745
O -5.495 -3.312 2.109
C -5.035 -2.349 2.974
O -4.876 -1.229 2.621
O -4.889 -2.900 4.193
H -4.934 -4.889 4.791
H -6.517 -4.169 4.634
H -6.378 -5.146 2.642
H -4.507 -5.093 2.581
C -6.474 -11.013 5.613
C -6.734 -12.514 5.356
O -7.869 -12.763 6.183
C -8.538 -11.603 6.354
O -9.582 -11.493 6.925
O -7.799 -10.571 5.935
H -6.107 -10.526 4.709
H -5.776 -10.831 6.431
H -5.944 -13.134 5.780
H -6.895 -12.748 4.304
C -5.552 -7.888 8.932
C -5.870 -7.391 7.525
C -4.661 -7.444 6.542
C -3.536 -6.697 7.107
N -2.681 -6.068 7.547
H -6.397 -7.926 9.625
H -4.788 -7.249 9.376
H -5.250 -8.939 8.959
H -6.304 -6.394 7.494
H -6.595 -8.116 7.142
H -5.103 -7.031 5.638
H -4.388 -8.469 6.304
C -4.773 -8.836 -3.399
S -5.565 -9.786 -2.065
O -5.555 -9.000 -0.796
C -7.258 -9.732 -2.662
H -3.712 -8.846 -3.152
H -5.214 -7.853 -3.554
H -4.830 -9.363 -4.355
H -7.411 -10.296 -3.583
H -7.716 -8.748 -2.772
H -7.844 -10.265 -1.908
C -2.607 -4.885 0.217
S -3.649 -6.050 -0.708
O -4.697 -6.496 0.268
C -2.419 -7.397 -0.728
H -3.235 -4.070 0.576
H -1.762 -4.503 -0.352
H -2.256 -5.433 1.093
H -1.869 -7.453 0.209
H -1.747 -7.189 -1.568
H -2.804 -8.393 -0.935
C -9.749 -10.273 1.336
S -8.198 -10.020 2.287
O -7.190 -9.577 1.255
C -8.694 -8.603 3.279
H -10.506 -10.467 2.097
H -9.611 -11.133 0.688
H -10.022 -9.382 0.773
H -7.779 -8.281 3.777
H -9.515 -8.787 3.966
H -8.986 -7.822 2.573
C -7.884 -5.518 -1.510
S -8.442 -6.690 -0.245
O -7.335 -6.895 0.745
C -9.645 -5.558 0.566
H -7.485 -4.589 -1.092
H -8.731 -5.200 -2.116
H -7.041 -6.024 -1.980
H -10.663 -5.643 0.194
H -9.313 -4.549 0.323
H -9.543 -5.733 1.633
C -0.593 -2.254 4.236
S -1.033 -3.922 3.610
O 0.188 -4.736 3.779
C -2.229 -4.287 4.948
H -0.310 -1.699 3.343
H 0.249 -2.375 4.916
H -1.374 -1.722 4.775
H -2.840 -5.153 4.711
H -2.851 -3.458 5.281
H -1.585 -4.440 5.818
```

The relative energy (zero: lowest compared OMol25 entry of this formula, charge and spin) comes out at 0.000 eV. The energy is -178360.9961 eV. The HOMO energy is -8.6 eV. The multiplicity is 3. As for the charge: 0.

These are the Löwdin partial charges, in e, on atoms 1 to 4:
1. Ni 0.51
2. S 0.26
3. O -0.33
4. O -0.32